Formula: C22H23F2IrN3O3P
Source: the OMol25 dataset
Level of theory: ωB97M-V with the def2-TZVPD basis set

Last column: Löwdin charge in e.
Positions of all 55 atoms, in Å:
Ir 0.49247 -0.06894 -0.95971  1.120
N 4.20388 0.49788 1.25250  0.213
C 3.18958 0.36809 0.39330  -0.495
O 2.24540 -0.40681 0.62642  -0.079
C 3.21170 1.21798 -0.83936  -0.173
C 2.25326 0.67007 -1.86826  -0.244
H 4.20613 -0.02353 2.11405  0.130
H 4.94903 1.15039 1.08921  0.124
H 4.23023 1.27162 -1.23518  0.126
H 2.92831 2.22942 -0.53634  0.134
H 2.63962 -0.22695 -2.35949  0.063
H 1.99375 1.41910 -2.61594  0.055
F -0.32272 2.03934 3.88027  0.091
C -0.52638 2.13273 2.56245  -0.263
C 0.07808 1.21128 1.72885  -0.033
C -0.11389 1.32018 0.36147  -0.229
C -0.88704 2.35244 -0.16131  -0.132
C -1.51695 3.21911 0.72656  -0.209
F -2.34499 4.16827 0.26027  0.087
C -1.35424 3.13346 2.09114  0.079
C -0.96216 2.43005 -1.60546  -0.197
C -1.27460 3.57680 -2.33116  0.025
C -1.29316 3.52707 -3.70923  -0.027
C -0.98457 2.33622 -4.34915  -0.033
C -0.63977 1.25145 -3.57618  -0.114
N -0.63379 1.28342 -2.23501  -0.024
H 0.69684 0.43412 2.15782  0.104
H -1.85746 3.82149 2.75485  0.140
H -1.46820 4.50302 -1.81480  0.122
H -1.54319 4.41231 -4.28036  0.122
H -0.98021 2.25074 -5.42650  0.118
H -0.36531 0.32447 -4.04433  0.082
C -1.58945 -3.17259 -0.74268  -0.242
P -0.24202 -2.20306 0.02098  0.808
C 1.13756 -3.38276 0.01291  -0.240
C -0.80783 -2.09477 1.73905  -0.392
C -2.07282 -1.55733 1.97763  -0.104
C -2.58974 -1.53396 3.26262  -0.066
C -1.84146 -2.03233 4.32262  -0.068
C -0.56671 -2.52763 4.09637  -0.068
C -0.04402 -2.55265 2.80883  -0.088
H -2.44378 -2.53955 -0.97174  0.047
H -1.89932 -3.95415 -0.04694  0.062
H -1.24432 -3.63922 -1.66505  0.033
H 0.84660 -4.29719 0.53024  0.065
H 2.01034 -2.93901 0.48881  0.035
H 1.38404 -3.61848 -1.02212  0.044
H -2.65460 -1.15639 1.15352  0.109
H -3.57751 -1.12600 3.43849  0.111
H -2.25004 -2.02436 5.32489  0.110
H 0.02356 -2.90236 4.92319  0.109
H 0.95739 -2.93221 2.64601  0.100
O -1.20714 -2.23494 -3.85658  0.176
N -0.17888 -1.70362 -3.70331  -0.172
O 0.60052 -1.70174 -2.78910  -0.055

Orbital gap (spin up / spin down) ... 6.623 / 4.882 eV
Max |F| ... 1.901 eV/Å
Relative energy (zero: lowest compared OMol25 entry of this formula, charge and spin) ... 210.2 kJ/mol
Multiplicity ... 2
Net charge ... +1


Formula: C22H23F4N4NiSSe4
Source: the OMol25 dataset
Level of theory: ωB97M-V with the def2-TZVPD basis set

Last column: Löwdin charge in e.
Positions of all 59 atoms, in Å:
Ni -0.19494 0.90451 -1.26106  0.307
C 0.55345 3.03668 -2.40297  -0.104
C 1.20477 2.18223 -3.48834  -0.217
N 0.97853 0.73809 -3.25179  -0.211
C 0.55774 0.04715 -4.48399  -0.242
C -0.91791 0.22616 -4.79675  -0.099
C 2.10546 0.05899 -2.61822  -0.197
C 1.66251 -1.25758 -1.96561  -0.227
N 0.45362 -0.99695 -1.21200  -0.026
C -0.36887 -1.96985 -0.81659  -0.184
C -1.63654 -1.60304 -0.27182  -0.146
F -1.92906 -0.27999 -0.23801  0.043
C -2.56137 -2.49657 0.18334  -0.241
F -3.72465 -2.03905 0.67643  0.079
C -2.32948 -3.86380 0.14621  0.025
C -1.11910 -4.25742 -0.38355  -0.245
F -0.83551 -5.57258 -0.45710  0.065
C -0.16955 -3.36892 -0.83703  -0.151
F 1.00671 -3.87525 -1.28878  0.050
H 0.30803 4.03848 -2.76306  0.089
H 1.17799 3.13633 -1.51885  0.067
H -0.42065 2.59032 -2.14304  -0.019
H 2.27721 2.39149 -3.56169  0.113
H 0.75883 2.43780 -4.44892  0.109
H 0.75454 -1.01706 -4.35708  0.103
H 1.17570 0.39373 -5.32447  0.116
H -1.50288 0.01717 -3.90405  0.036
H -1.22680 -0.46500 -5.58778  0.074
H -1.15975 1.24154 -5.11559  0.054
H 2.47995 0.72468 -1.83898  0.097
H 2.92144 -0.12660 -3.33572  0.122
H 2.48478 -1.62057 -1.33271  0.112
H 1.51003 -2.01788 -2.73610  0.098
H -3.05517 -4.57706 0.51689  0.121
Se -2.13537 4.33336 0.03193  -0.160
Se -3.21772 5.69064 -1.38123  -0.196
Se -3.82355 4.33261 -3.26317  -0.151
Se -3.24340 2.25101 -2.76162  -0.060
S 1.49255 1.32070 5.14196  0.969
C 1.13347 1.36535 3.39472  -0.515
C -0.09979 1.79326 2.93274  -0.051
C -0.32528 1.80923 1.56502  -0.131
N 0.60206 1.45128 0.66910  0.052
C 1.78713 1.05234 1.12443  -0.106
C 2.09991 0.98609 2.47141  -0.071
C 0.71775 -0.24419 5.52603  -0.521
C 1.42119 -1.43322 5.39219  -0.081
C 0.77468 -2.62267 5.70222  -0.142
N -0.48914 -2.68768 6.13035  0.057
C -1.15056 -1.53469 6.25555  -0.141
C -0.59479 -0.29353 5.97171  -0.083
H -0.87696 2.11731 3.61646  0.114
H -1.28392 2.12352 1.17030  0.021
H 2.52184 0.77335 0.37690  0.104
H 3.07585 0.64800 2.79834  0.103
H 2.44935 -1.43143 5.05356  0.103
H 1.29665 -3.57046 5.60369  0.105
H -2.17914 -1.60591 6.60118  0.106
H -1.17189 0.61558 6.09501  0.104

Orbital gap (spin up / spin down) ... 5.718 / 5.090 eV
Max |F| ... 1.021 eV/Å
Relative energy (zero: lowest compared OMol25 entry of this formula, charge and spin) ... 9.6 kJ/mol
Multiplicity ... 3
Net charge ... -1


Formula: C22H23N2O7P3SbSe4Zr
Source: the OMol25 dataset
Level of theory: ωB97M-V with the def2-TZVPD basis set

Last column: Löwdin charge in e.
Positions of all 63 atoms, in Å:
Zr 0.40048 0.31644 0.25328  0.845
Se 3.39377 1.23160 3.58077  -0.181
Sb 2.40790 -0.53717 2.23909  -0.219
Se -0.11043 -0.48439 2.63738  0.121
Se 2.86277 -0.07139 -0.20405  0.239
Se 3.39785 -2.65689 2.85962  -0.098
O 1.41048 1.18027 -3.57081  -0.088
P 0.38372 1.44792 -2.39149  0.217
O -0.84034 2.14350 -2.82132  -0.264
O 0.21363 0.06085 -1.71278  -0.516
O 1.28051 2.36944 -1.36001  -0.332
P 0.60893 3.07479 -0.00418  0.225
O 1.63563 2.53098 1.06963  -0.269
O 0.45094 4.51801 -0.11640  -0.229
O -0.54493 2.09859 0.30584  -0.427
H 1.41974 1.93016 -4.18346  0.095
H 2.25304 3.08648 1.56315  0.067
C -4.83297 1.53807 -1.41566  -0.002
N -3.93758 0.80438 -0.52838  -0.099
C -4.23271 0.24970 0.70590  -0.052
C -3.07777 -0.31230 1.14824  -0.166
N -2.07893 -0.12733 0.21283  -0.060
C -2.64302 0.54205 -0.77340  -0.171
H -5.84684 1.46674 -1.03289  0.085
H -4.80118 1.11099 -2.41513  0.090
H -4.54312 2.58483 -1.47318  0.095
H -5.21289 0.31707 1.15153  0.113
H -2.89986 -0.84844 2.06735  0.071
H -2.15368 0.90720 -1.66960  0.105
C 0.53520 -6.70913 1.74886  -0.092
C 0.79494 -5.55616 2.46490  -0.080
C 0.66347 -4.30663 1.85583  -0.158
C 0.29284 -4.21495 0.52673  -0.376
C 0.04500 -5.38343 -0.20285  -0.095
C 0.16011 -6.62125 0.40545  -0.086
P 0.16050 -2.57877 -0.32584  1.065
C 1.39351 -2.97576 -1.66430  -0.365
C 2.63402 -3.38936 -1.16594  -0.144
C 3.67038 -3.72430 -2.02002  -0.074
C 3.49891 -3.63774 -3.39734  -0.097
C 2.28597 -3.20707 -3.90356  -0.090
C 1.23800 -2.88152 -3.04230  -0.084
C -1.54464 -2.79871 -1.03336  -0.346
C -2.49882 -3.37662 -0.18854  -0.106
C -3.81882 -3.52609 -0.58511  -0.085
C -4.22477 -3.09452 -1.84142  -0.098
C -3.29923 -2.49182 -2.67906  -0.087
C -1.97656 -2.33697 -2.27420  -0.104
H 0.62965 -7.67998 2.22324  0.096
H 1.11095 -5.60827 3.50232  0.106
H 0.87517 -3.41790 2.42448  -0.020
H -0.22558 -5.32239 -1.25036  0.112
H -0.03739 -7.52168 -0.16593  0.096
H 2.80209 -3.43827 -0.09904  0.059
H 4.62200 -4.03578 -1.60154  0.108
H 4.30846 -3.90265 -4.06896  0.096
H 2.14619 -3.11019 -4.97513  0.097
H 0.31760 -2.55114 -3.47504  0.071
H -2.20534 -3.71266 0.79754  0.109
H -4.53362 -3.97696 0.09438  0.102
H -5.25388 -3.21802 -2.15843  0.096
H -3.60377 -2.12618 -3.65323  0.101
H -1.30512 -1.80439 -2.92198  0.078

Orbital gap ... 6.252 eV
Max |F| ... 3.322 eV/Å
Relative energy (zero: lowest compared OMol25 entry of this formula, charge and spin) ... 274.1 kJ/mol
Net charge ... -1


Formula: C22H23N3O3
Source: the OMol25 dataset
Level of theory: ωB97M-V with the def2-TZVPD basis set

Last column: Löwdin charge in e.
Positions of all 51 atoms, in Å:
N 1.96358 1.76207 -2.58371  0.182
C 2.08917 0.99034 -1.78288  -0.187
C 2.51189 0.03491 -0.72577  -0.185
C 1.78137 -0.61989 -0.03502  -0.053
C 0.34192 -0.70999 -0.22793  -0.220
C -0.39789 -0.00934 -0.90800  -0.159
C -1.71284 -0.11736 -0.78243  0.030
C -2.35252 -1.27412 -0.01780  -0.167
O -3.77251 -1.22231 -0.13725  -0.075
C -4.35548 -2.21001 1.05745  -0.013
C -5.87088 -2.04222 0.63848  -0.046
N -6.25245 -0.61545 1.31808  -0.127
C -6.70072 -0.55152 2.63476  -0.295
C -6.93453 0.80243 3.13442  -0.149
O -8.14716 1.10023 2.38481  -0.102
C -7.72301 1.23848 1.10747  -0.230
C -7.43674 -0.23083 0.40797  -0.057
C -1.47180 -1.93816 0.88183  -0.105
C -0.20224 -1.63616 0.88514  -0.014
C 4.08132 -0.01884 -0.63360  -0.185
O 4.60501 -0.53654 0.61946  -0.159
N 4.90652 0.84797 -1.26375  0.117
C 6.41343 1.00624 -1.18679  -0.271
C 7.05424 0.53738 -0.31317  -0.041
C 8.66653 0.70492 -0.29394  0.130
C 9.09422 1.58510 -1.44970  0.025
C 8.17091 2.32051 -2.35598  -0.046
C 6.88966 1.87406 -2.29673  -0.015
H 2.37864 -1.38043 0.86674  0.221
H -0.01775 0.63195 -1.66253  0.103
H -2.46732 0.30028 -1.60706  0.160
H -4.07910 -1.88351 1.87281  0.005
H -4.08595 -3.22673 0.87261  0.109
H -6.07063 -1.98720 -0.26630  0.008
H -6.38015 -2.95933 1.25249  0.168
H -5.79105 -1.23534 3.27451  0.182
H -7.42103 -1.27614 2.93915  0.101
H -7.34307 0.70306 4.16615  0.143
H -6.12785 1.50355 2.86305  0.143
H -8.56727 1.66604 0.65258  0.108
H -6.90806 1.59959 0.64717  0.086
H -7.06354 -0.15672 -0.40884  0.005
H -8.33110 -0.89921 0.73458  0.160
H -1.80597 -2.68933 1.62526  0.117
H 0.58414 -2.35738 1.68946  0.201
H 4.35816 1.35765 -1.99931  0.115
H 6.87387 -0.30881 0.33901  0.113
H 9.12585 -0.00988 0.13222  0.001
H 9.91564 1.83560 -1.49337  -0.060
H 8.44245 2.98009 -3.03065  0.047
H 5.95032 2.49826 -2.92731  0.182

Orbital gap ... 8.040 eV
Max |F| ... 18.193 eV/Å
SMILES ... N#C/C(=C\c1ccc(OCCN2CCOCC2)cc1)C(=O)Nc1ccccc1
Relative energy (zero: lowest compared OMol25 entry of this formula, charge and spin) ... 2254.5 kJ/mol
Net charge ... 0